No. 1
20
Properties=species:S:1:pos:R:3:forces:R:3 method="wB97M-V/def2-TZVPD" de_lowest_kcal_mol=121.4 max_force_ev_per_a=4.0 total_charge=0 homo_ev=-9.15
C 1.46454 0.73451 -1.45232 1.4447 1.7844 1.4155
C -1.03743 0.83817 -1.20342 -1.1733 -1.2359 -1.9876
C 0.48254 1.71468 0.60133 -1.2819 -0.5357 0.5725
C -1.08992 -2.31955 1.79196 1.2107 -0.8604 -0.6960
C 0.25475 0.74901 -0.55416 1.4160 -0.6133 0.0993
N -0.85357 -1.17998 0.91252 0.0903 0.4222 -0.2414
N 0.14415 -1.12814 0.13549 -1.4026 3.6392 1.0825
O 1.06946 -1.87138 -0.05850 0.8289 -1.2767 -0.0803
H 2.34964 0.50543 -0.79144 -0.6192 0.3098 -0.8837
H 1.44110 0.00272 -2.21470 -0.2453 -0.6498 -0.9065
H 1.62671 1.81332 -1.90502 -0.4140 -2.1192 0.8456
H -1.57589 0.15997 -0.55624 -1.4646 0.5132 0.1441
H -1.04063 0.31230 -2.21079 0.1715 0.6941 1.0242
H -1.47312 1.83930 -1.35738 0.1994 -0.3915 0.5271
H -0.24339 1.61918 1.44425 0.2515 -0.1966 -0.8110
H 1.45090 1.47081 1.02461 0.3189 0.7288 0.0030
H 0.31896 2.75430 0.20312 0.7291 -0.9133 0.3458
H -1.34653 -3.22282 1.24169 -0.4658 0.0239 -0.1638
H -1.73516 -2.16897 2.64028 -0.9673 0.7772 -0.4225
H -0.20710 -2.62287 2.30873 1.3728 -0.1004 0.1332



No. 2
19
Properties=species:S:1:pos:R:3:forces:R:3 method="wB97M-V/def2-TZVPD" de_lowest_kcal_mol=21.2 max_force_ev_per_a=4.9 total_charge=0 homo_ev=-7.81
C -0.03615 2.37004 -1.90566 -0.2560 0.3873 -2.3352
C 0.21596 2.03283 -0.47473 -1.3141 -0.5858 0.1570
C 0.50367 1.52697 -2.75576 1.0978 -2.7047 0.4271
C 1.08177 0.75831 -0.38723 -0.6795 -1.0637 -0.0979
C -1.43512 -0.90242 0.78041 -0.3773 0.4436 -0.4642
C -0.80362 -2.98790 1.81102 -0.5515 -4.7313 1.2381
C 1.45671 0.05284 0.70510 -0.2078 0.9306 -1.5986
N -0.72445 -1.79641 1.07880 0.6563 -0.9912 0.7037
O -2.02825 0.00568 0.37483 -0.7014 0.8951 -0.2069
S 1.30115 0.07255 -2.06474 -0.1662 1.0118 1.3840
Br 1.25139 0.83760 2.40308 -0.0530 -0.2125 0.1546
H -0.57687 3.15545 -2.50555 0.2962 -0.2096 1.9214
H 0.67379 2.84390 -0.01920 1.3634 1.5977 1.0191
H 0.54854 1.34369 -3.80148 -0.5663 1.0492 -0.9136
H -1.91195 -3.41990 2.03569 2.3260 1.5541 -0.3762
H -0.39572 -3.89465 1.14775 -0.4689 2.0593 1.4514
H -0.20788 -3.01989 2.83761 -1.1866 0.4313 -2.2813
H 1.83737 -0.97496 0.64847 0.0344 0.7672 0.2196
H -0.75033 1.99625 0.09161 0.7546 -0.6286 -0.4020



No. 3
35
Properties=species:S:1:pos:R:3:forces:R:3 method="wB97M-V/def2-TZVPD" de_lowest_kcal_mol=53.7 max_force_ev_per_a=4.1 total_charge=0 homo_ev=-7.95
C -4.04167 0.37807 -0.89962 2.4471 3.2433 0.7414
C -1.76744 0.09656 2.07815 1.8313 -1.4381 0.0180
C -2.43578 -0.37772 0.95086 -0.0041 -2.9320 -0.0291
C -3.22114 0.62556 0.35266 -0.3815 0.8250 2.3220
C -3.13465 1.65608 1.28753 1.7328 -2.4129 -2.3037
C -0.76964 -0.73885 2.74684 -2.5023 2.5973 -0.5260
C -0.70243 -2.03722 2.35023 0.9328 -0.0176 -1.3875
C -1.38580 -2.53633 1.17695 -0.8621 0.4012 1.5565
C -2.38139 -1.77142 0.59047 1.7446 0.7824 -0.2649
N -2.05738 1.44629 2.21472 -2.3406 0.0810 -0.7763
H -0.19584 -0.20021 3.50682 0.0832 -0.8716 -0.0183
H 0.10661 -2.58537 2.79419 0.0300 -0.6906 0.0815
H -2.25895 1.83339 3.12238 0.5145 0.0128 0.2987
H -1.20154 -3.55923 0.87758 -0.0841 -0.0187 -0.0122
H -3.53209 2.53504 0.96497 -0.8891 3.0348 0.3849
H -2.95142 -2.14444 -0.26658 0.2120 0.1522 0.3286
H -4.27191 1.35922 -1.33980 -1.1616 -0.2162 0.5298
H -4.80758 -0.27276 -0.62151 -1.4283 -1.0316 -0.5177
H -3.32345 0.12089 -1.65112 0.1609 -1.4889 -0.4647
C 2.48861 -1.77427 -3.37994 -1.8621 -1.7219 -0.2611
C 3.72261 -0.48243 -1.56962 0.8930 -1.4927 -0.2677
C 2.54655 -0.74817 -2.29138 1.4718 1.1484 -0.4447
C 3.88747 0.52762 -0.63737 0.4448 1.3468 0.1050
C 2.83925 1.43820 -0.61687 -0.6239 0.5978 0.7618
C 1.47556 0.13956 -2.16417 0.2744 -0.1002 -0.0646
C 1.64854 1.24573 -1.32571 -0.2770 -1.3422 0.0957
O 2.85286 2.56772 0.18695 0.1731 -0.2245 -0.1910
H 4.59746 -1.12240 -1.76419 -0.5214 0.0962 0.1211
H 4.83465 0.76001 -0.01653 -1.6031 -0.7527 -1.2649
H 3.36532 -2.38560 -3.72948 -0.6002 0.9855 0.7901
H 1.96899 -1.35329 -4.25914 0.6391 0.0389 0.1224
H 0.57408 -0.05935 -2.80632 0.7685 0.5145 1.0406
H 3.76560 2.84936 0.31528 -0.0802 -0.1017 0.0897
H 0.78285 1.80350 -1.03934 -0.1638 0.8387 -0.1811
H 1.68348 -2.49096 -3.02670 1.0315 0.1573 -0.4120



No. 4
61
Properties=species:S:1:pos:R:3:forces:R:3 method="wB97M-V/def2-TZVPD" spin_multiplicity=3 max_force_ev_per_a=4.3 total_charge=+1 s_squared=2.05 homo_ev="-11.40 / -11.52"
Mo -0.68580 0.58303 0.17510 -1.0505 0.5119 -1.4127
C 2.34920 -0.04337 0.63870 0.4519 -0.8008 -0.0319
N 1.32780 0.98243 0.54400 0.5067 0.3890 0.1441
C 1.69970 2.22613 0.72600 -0.3780 0.1297 -0.2013
C 0.72080 3.18853 0.49950 -0.0264 0.3765 0.1093
C 0.68130 4.59473 0.45870 -0.0628 -0.4553 -0.0190
C -0.59070 4.92743 0.01950 -0.0474 -0.0802 -0.0019
C -1.27650 3.72793 -0.18580 -0.0909 -0.0271 -0.0258
N -0.50690 2.66773 0.11180 0.1847 0.8126 -0.2816
C 2.34500 -0.87977 1.90290 0.1148 0.0957 -0.0594
C 3.56840 -1.23707 2.45740 -0.1061 0.0394 -0.0467
C 3.63070 -2.09687 3.54000 0.0452 -0.0351 0.0437
C 2.46600 -2.58847 4.10630 0.0708 -0.0553 0.0224
C 1.24270 -2.21357 3.57850 -0.0619 -0.0300 0.0324
C 1.18450 -1.38277 2.47200 -0.1770 0.1196 0.0753
H 3.33540 0.42913 0.54680 -0.1817 -0.1147 -0.1035
H 2.23180 -0.72637 -0.21750 0.1478 0.2451 0.1512
H 2.72020 2.48043 0.98950 0.0604 -0.0634 0.0072
H 1.47930 5.26683 0.70650 0.1875 0.0989 0.0509
H -0.98690 5.91113 -0.14460 -0.0442 0.1356 -0.0289
H -2.27940 3.59963 -0.55390 -0.1122 0.0049 0.0356
H 4.48020 -0.85537 2.02270 0.1376 0.0301 -0.0475
H 4.59380 -2.38817 3.93100 0.0579 -0.0207 0.0701
H 2.51210 -3.28137 4.93340 0.0095 0.0183 0.0916
H 0.32660 -2.59197 4.01010 -0.0511 -0.0953 -0.0032
H 0.21590 -1.16007 2.04560 0.1896 -0.1401 0.1262
C -2.92360 -0.87147 -2.37820 0.1502 0.1367 -0.0703
C -3.23090 0.56003 -1.93720 -0.0074 -0.2265 -0.4432
C -4.75250 0.76863 -1.91060 0.3210 0.0721 0.0333
C -2.63240 0.89183 -0.58540 0.3675 0.1627 0.0882
H -3.29770 -1.04147 -3.38490 -0.0224 -0.0347 -0.0712
H -3.40810 -1.59497 -1.72220 -0.0002 -0.0303 0.0980
H -1.85240 -1.07927 -2.38930 -0.1580 -0.0070 -0.0659
H -2.80760 1.25093 -2.68220 -0.0076 -0.0297 0.1480
H -5.19260 0.11513 -1.15900 -0.1410 -0.0333 0.0404
H -5.19060 0.53053 -2.87760 -0.0155 -0.0420 -0.0320
H -5.00290 1.80033 -1.67110 -0.0683 0.0713 0.0501
H -2.62420 -0.02997 0.07830 -0.3935 -0.0327 0.0253
H -3.26220 1.64203 -0.09770 0.4010 0.0540 0.2125
O 0.03270 -4.82567 -2.83250 -0.2191 0.0668 -0.0543
S 0.88090 -4.05787 -1.98720 0.2109 0.4917 -0.2215
O 2.07780 -4.62827 -1.46870 0.1254 0.0974 0.1374
N -0.00590 -3.40037 -0.72280 -0.0070 -0.1528 0.0766
C -0.06290 -2.12947 -0.82500 0.8675 -0.9206 -1.3263
O -0.63000 -1.33437 0.00700 -0.6200 -0.6027 1.0794
C 0.60010 -1.51077 -2.00180 -0.0491 0.2020 -0.0038
C 0.59870 -0.15957 -2.31670 -0.2761 -0.4327 0.4203
C 1.31010 0.23393 -3.44160 -0.0577 0.4094 0.1578
C 1.99320 -0.71257 -4.20120 -0.1381 -0.1172 0.0326
C 1.95600 -2.06937 -3.89240 0.1329 -0.0969 0.0472
C 1.24580 -2.45357 -2.77750 -0.4455 -0.0152 0.5786
H 0.00550 0.57263 -1.68020 0.7857 -0.2410 -1.6433
H 1.35380 1.27223 -3.73480 -0.0419 0.0798 0.0001
H 2.54880 -0.38837 -5.06750 0.0387 0.0655 -0.0568
H 2.48870 -2.79027 -4.48950 0.0446 -0.0905 -0.1548
C -1.17750 1.08533 4.61860 -0.0281 0.1089 0.9108
C -1.15470 1.01513 3.19730 0.0088 -0.2963 -2.6958
N -1.12520 0.90213 2.03880 -0.5147 0.2840 4.2140
H -0.70550 0.19393 5.03680 0.0139 -0.0246 -0.0979
H -2.20630 1.14043 4.97590 -0.0126 0.0137 -0.0384
H -0.63170 1.96253 4.96810 -0.0187 0.0208 -0.0720